[1]
Below is 2 unconnected molecules or ions with the total composition C2H8N4O2 at a distorted geometry, with properties calculated with ωB97M-V/def2-TZVPD.

Output
structure (SMILES)	[H]/N=N/C(N)N.O=CO
DFT total energy	-12256.294	eV
energy above the lowest of the compared OMol25 structures with the same formula, charge and spin	109.8	kcal/mol
orbital gap	9.3	eV

Geometry (Å):
H -0.28 -2.55 1.12
N -0.08 -1.54 1.10
N 0.83 -1.35 0.21
C 1.00 0.01 -0.09
N 2.00 0.31 -1.04
N 0.97 0.93 0.98
H -0.18 0.04 -0.65
H 2.15 -0.46 -1.68
H 2.87 0.56 -0.59
H 0.79 1.87 0.67
H 0.27 0.67 1.66
O -2.38 -0.43 -1.43
C -1.83 -0.05 -0.43
O -2.11 1.13 0.19
H -1.35 -0.82 0.41
H -2.68 1.65 -0.40

Charges per atom according to natural (NBO) partitioning, unit e: atom 1 (H): 0.35, atom 2 (N): -0.43, atom 3 (N): -0.14, atom 4 (C): 0.26, atom 5 (N): -0.83, atom 6 (N): -0.84, atom 7 (H): 0.16, atom 8 (H): 0.38, atom 9 (H): 0.38, atom 10 (H): 0.38, atom 11 (H): 0.39, atom 12 (O): -0.59, atom 13 (C): 0.55, atom 14 (O): -0.71, atom 15 (H): 0.19, atom 16 (H): 0.49

[2]
Below is 2 unconnected molecules or ions with the total composition C5H9FO at a distorted geometry, with properties calculated with ωB97M-V/def2-TZVPD.

Output
structure (SMILES)	C=C(C)F.CC=O
DFT total energy	-10093.460	eV
energy above the lowest of the compared OMol25 structures with the same formula, charge and spin	53.8	kcal/mol
orbital gap	9.7	eV

Geometry (Å):
C -2.08 -1.54 0.34
C -1.63 -0.29 0.46
C -1.50 0.83 -0.53
F -1.23 0.19 1.61
H -2.36 -1.83 -0.63
H -2.21 -2.17 1.22
H -0.74 0.32 -1.23
H -1.15 1.85 -0.27
H -2.55 1.07 -0.82
C 2.56 0.69 -0.41
C 1.79 -0.41 0.46
O 0.79 -0.96 0.06
H 3.28 1.09 0.21
H 1.77 1.39 -0.66
H 3.11 0.19 -1.30
H 2.15 -0.43 1.48

Charges per atom according to natural (NBO) partitioning, unit e: atom 1 (C): -0.54, atom 2 (C): 0.46, atom 3 (C): -0.73, atom 4 (F): -0.35, atom 5 (H): 0.21, atom 6 (H): 0.22, atom 7 (H): 0.26, atom 8 (H): 0.23, atom 9 (H): 0.24, atom 10 (C): -0.72, atom 11 (C): 0.46, atom 12 (O): -0.53, atom 13 (H): 0.21, atom 14 (H): 0.24, atom 15 (H): 0.24, atom 16 (H): 0.11

[3]
Below is 2 unconnected molecules or ions with the total composition C5H7NO, with properties calculated with ωB97M-V/def2-TZVPD.

Output
structure (SMILES)	C=C=CC=O.C=N
DFT total energy	-8833.049	eV
energy above the lowest of the compared OMol25 structures with the same formula, charge and spin	72.7	kcal/mol
orbital gap	10.3	eV

Geometry (Å):
C 1.56 -1.25 -1.05
C 1.09 -0.03 -1.07
C 0.60 1.18 -1.03
C -0.87 1.40 -0.90
O -1.71 0.56 -1.14
H 1.80 -1.73 -0.10
H 1.71 -1.82 -1.96
H 1.25 2.05 -1.03
H -1.16 2.42 -0.58
C -1.00 -0.82 1.52
N -0.68 0.36 1.86
H -1.43 -0.97 0.52
H -0.88 -1.71 2.15
H -0.29 0.37 2.80

Charges per atom according to natural (NBO) partitioning, unit e: atom 1 (C): -0.50, atom 2 (C): 0.20, atom 3 (C): -0.43, atom 4 (C): 0.43, atom 5 (O): -0.54, atom 6 (H): 0.23, atom 7 (H): 0.24, atom 8 (H): 0.24, atom 9 (H): 0.12, atom 10 (C): -0.05, atom 11 (N): -0.61, atom 12 (H): 0.19, atom 13 (H): 0.14, atom 14 (H): 0.33

[4]
Below is a molecular structure, C14H2BF5N4O10S2W at a distorted geometry, with properties calculated with ωB97M-V/def2-TZVPD.

Output
DFT total energy	-78743.708	eV
energy above the lowest of the compared OMol25 structures with the same formula, charge and spin	28.9	kcal/mol
orbital gap	6.3	eV

Geometry (Å):
W -0.04 0.05 0.01
S 2.25 0.80 -0.52
C 1.94 0.67 -2.21
S 0.37 -0.06 -2.50
C 2.77 1.06 -3.20
C 2.41 0.86 -4.57
N 2.08 0.68 -5.66
C 4.03 1.67 -2.90
N 5.04 2.15 -2.63
O -2.18 -2.76 2.09
C -2.02 -1.99 1.19
O -0.82 -1.39 0.99
C -3.08 -1.62 0.21
C -4.22 -2.41 0.16
C -5.20 -2.11 -0.74
C -5.10 -1.04 -1.61
C -3.96 -0.26 -1.57
C -2.94 -0.53 -0.65
O -1.87 0.27 -0.58
N -3.88 0.86 -2.52
O -4.92 1.31 -2.93
O -2.77 1.25 -2.84
N -6.42 -2.94 -0.80
O -6.48 -3.88 -0.03
O -7.26 -2.64 -1.62
H -4.32 -3.25 0.84
H -5.89 -0.81 -2.32
F 0.54 1.93 4.27
C 1.24 0.89 3.84
F 1.00 -0.16 4.61
F 2.54 1.19 3.90
C 0.88 0.55 2.38
O 0.00 1.23 1.76
O 1.43 -0.39 1.79
F 1.92 -2.16 -1.12
B 0.67 -1.72 -1.20
F -0.30 -2.58 -1.56
O -0.30 3.30 -1.16
C -0.22 2.25 -0.79

Charges per atom according to natural (NBO) partitioning, unit e: atom 1 (W): 1.43, atom 2 (S): 0.13, atom 3 (C): -0.23, atom 4 (S): 0.23, atom 5 (C): -0.35, atom 6 (C): 0.26, atom 7 (N): -0.25, atom 8 (C): 0.26, atom 9 (N): -0.25, atom 10 (O): -0.51, atom 11 (C): 0.79, atom 12 (O): -0.70, atom 13 (C): -0.24, atom 14 (C): -0.08, atom 15 (C): 0.00, atom 16 (C): -0.12, atom 17 (C): -0.04, atom 18 (C): 0.43, atom 19 (O): -0.69, atom 20 (N): 0.54, atom 21 (O): -0.35, atom 22 (O): -0.37, atom 23 (N): 0.53, atom 24 (O): -0.35, atom 25 (O): -0.36, atom 26 (H): 0.28, atom 27 (H): 0.29, atom 28 (F): -0.29, atom 29 (C): 0.91, atom 30 (F): -0.29, atom 31 (F): -0.29, atom 32 (C): 0.71, atom 33 (O): -0.65, atom 34 (O): -0.55, atom 35 (F): -0.48, atom 36 (B): 0.87, atom 37 (F): -0.49, atom 38 (O): -0.37, atom 39 (C): 0.65

[5]
Below is a molecular structure, C21H40Cl3N2O4SiSr at a distorted geometry, with properties calculated with ωB97M-V/def2-TZVPD.

Output
DFT total energy	-79884.711	eV
orbital gap	7.1	eV
charge	-1

Geometry (Å):
C 1.15 4.30 -1.51
C 0.30 3.44 -2.36
H 1.48 5.17 -2.07
H 2.03 3.76 -1.13
H 0.60 4.61 -0.62
C 0.13 3.53 -3.69
C 0.73 4.60 -4.54
H -0.52 2.83 -4.23
H 1.61 5.07 -4.08
H -0.03 5.37 -4.74
H 1.04 4.20 -5.53
Sr 0.89 0.36 0.96
Cl -1.90 1.63 1.54
Cl 3.43 -0.95 0.82
C -2.35 -0.78 -0.45
O -1.22 -1.22 -0.18
N -3.33 -1.44 -1.11
C -2.99 -2.69 -1.79
C -4.73 -1.04 -1.08
H -2.64 0.23 -0.15
H -1.97 -2.98 -1.49
H -3.04 -2.57 -2.88
H -3.72 -3.46 -1.51
H -4.83 -0.09 -0.55
H -5.32 -1.82 -0.56
H -5.13 -0.95 -2.10
H 2.54 1.60 -2.37
H 1.27 0.86 -4.70
C 3.00 0.62 -2.46
C 1.89 -0.04 -4.55
N 2.06 -0.27 -3.12
H 3.27 0.25 -1.47
C 1.41 -1.31 -2.52
O 1.31 -1.50 -1.31
H 1.35 -0.91 -4.98
H 0.93 -1.97 -3.31
H 3.90 0.73 -3.09
H 2.87 0.10 -5.04
O 0.61 1.45 -1.22
C -0.35 2.29 -1.61
C -1.47 0.55 -3.17
C -1.56 1.70 -2.39
H -0.56 -0.07 -3.13
C -2.50 0.26 -4.07
H -0.85 2.74 -0.73
C -2.79 2.35 -2.25
H -2.39 -0.56 -4.80
C -3.65 1.07 -4.09
C -3.83 2.08 -3.14
H -2.84 3.13 -1.49
H -4.46 0.86 -4.79
H -4.74 2.68 -3.08
Si 4.25 2.14 2.62
Cl 2.95 2.86 0.93
C 5.68 0.95 2.36
C 2.89 1.65 3.79
C 5.27 3.56 3.39
H 5.61 0.25 1.52
H 5.68 0.37 3.28
H 6.64 1.50 2.35
H 6.19 3.70 2.81
H 5.57 3.26 4.41
H 4.76 4.53 3.44
H 2.00 1.12 3.41
H 2.55 2.57 4.29
H 3.38 1.02 4.54
C -0.78 -2.00 2.71
O 0.57 -1.65 2.47
H -1.32 -1.06 2.70
H -0.90 -2.52 3.66
H -1.14 -2.64 1.90
H 1.20 -2.33 2.76

Charges per atom according to Löwdin partitioning, unit e: atom 1 (C): -0.07, atom 2 (C): -0.24, atom 3 (H): 0.06, atom 4 (H): 0.00, atom 5 (H): 0.09, atom 6 (C): -0.12, atom 7 (C): -0.12, atom 8 (H): 0.10, atom 9 (H): 0.06, atom 10 (H): 0.07, atom 11 (H): 0.06, atom 12 (Sr): 1.06, atom 13 (Cl): -0.28, atom 14 (Cl): -0.22, atom 15 (C): -0.37, atom 16 (O): -0.08, atom 17 (N): -0.18, atom 18 (C): -0.05, atom 19 (C): -0.05, atom 20 (H): 0.01, atom 21 (H): 0.09, atom 22 (H): 0.08, atom 23 (H): 0.08, atom 24 (H): 0.09, atom 25 (H): 0.08, atom 26 (H): 0.08, atom 27 (H): 0.07, atom 28 (H): 0.08, atom 29 (C): -0.06, atom 30 (C): -0.07, atom 31 (N): -0.18, atom 32 (H): 0.01, atom 33 (C): -0.34, atom 34 (O): -0.09, atom 35 (H): 0.08, atom 36 (H): 0.14, atom 37 (H): 0.08, atom 38 (H): 0.08, atom 39 (O): -0.38, atom 40 (C): -0.51, atom 41 (C): -0.04, atom 42 (C): -0.18, atom 43 (H): 0.10, atom 44 (C): -0.10, atom 45 (H): 0.07, atom 46 (C): -0.05, atom 47 (H): 0.10, atom 48 (C): -0.13, atom 49 (C): -0.10, atom 50 (H): 0.12, atom 51 (H): 0.09, atom 52 (H): 0.09, atom 53 (Si): 0.27, atom 54 (Cl): 0.28, atom 55 (C): -0.24, atom 56 (C): -0.23, atom 57 (C): -0.22, atom 58 (H): -0.04, atom 59 (H): 0.03, atom 60 (H): 0.03, atom 61 (H): 0.02, atom 62 (H): 0.03, atom 63 (H): 0.02, atom 64 (H): 0.00, atom 65 (H): 0.04, atom 66 (H): 0.03, atom 67 (C): -0.15, atom 68 (O): -0.28, atom 69 (H): 0.05, atom 70 (H): 0.08, atom 71 (H): 0.08, atom 72 (H): 0.09

[6]
Below is a molecular structure, C18H27N2O6P2Rh at a distorted geometry, with properties calculated with ωB97M-V/def2-TZVPD.

Output
DFT total energy	-55933.396	eV
multiplicity	5
orbital gap (spin up / spin down)	3.5 / 4.5	eV
charge	+2

Geometry (Å):
Rh 0.62 -0.23 0.05
P 1.12 1.90 0.14
C 2.95 1.94 -0.29
C 3.33 0.53 -0.71
N 2.44 -0.52 -0.70
C 2.70 -1.75 -1.22
C 4.03 -2.14 -1.32
C 5.01 -1.17 -1.14
C 4.66 0.15 -0.85
C 1.51 -2.71 -1.49
P 0.02 -1.63 -1.78
H 5.44 0.90 -0.82
H 4.24 -3.19 -1.56
H 6.04 -1.48 -1.25
H 1.73 -3.35 -2.37
H 1.33 -3.38 -0.62
H 3.13 2.74 -1.04
H 3.47 2.28 0.60
H 2.83 2.14 -4.35
O 3.48 2.80 -4.46
H 3.03 3.58 -4.07
H -0.15 1.18 -3.18
O -0.82 1.91 -3.40
H -1.23 1.53 -4.22
C 0.02 -1.47 -3.61
H 0.28 -2.46 -3.99
H -1.00 -1.23 -3.96
H 0.77 -0.76 -3.98
C -1.50 -2.61 -1.38
H -2.32 -2.06 -1.86
H -1.43 -3.63 -1.79
H -1.65 -2.62 -0.29
C 1.32 2.20 1.96
H 2.11 2.95 2.08
H 0.39 2.54 2.43
H 1.62 1.26 2.45
C 0.29 3.41 -0.52
H -0.70 3.54 -0.07
H 0.93 4.29 -0.32
H 0.17 3.26 -1.60
O -1.83 1.29 0.81
C -1.75 0.24 1.49
O -0.84 -0.70 1.41
C -2.79 -0.12 2.56
C -2.61 -1.29 3.34
C -3.59 -1.67 4.24
C -4.73 -0.88 4.34
C -4.93 0.30 3.59
C -3.95 0.67 2.70
N -5.77 -1.35 5.17
O -5.64 -2.41 5.81
O -6.82 -0.67 5.23
H -1.70 -1.89 3.22
H -3.45 -2.56 4.84
H -5.82 0.89 3.71
H -4.02 1.55 2.06

Charges per atom according to natural (NBO) partitioning, unit e: atom 1 (Rh): 0.81, atom 2 (P): 1.17, atom 3 (C): -0.76, atom 4 (C): 0.26, atom 5 (N): -0.50, atom 6 (C): 0.25, atom 7 (C): -0.21, atom 8 (C): -0.07, atom 9 (C): -0.21, atom 10 (C): -0.77, atom 11 (P): 1.01, atom 12 (H): 0.26, atom 13 (H): 0.26, atom 14 (H): 0.27, atom 15 (H): 0.28, atom 16 (H): 0.29, atom 17 (H): 0.30, atom 18 (H): 0.29, atom 19 (H): 0.45, atom 20 (O): -0.91, atom 21 (H): 0.47, atom 22 (H): 0.44, atom 23 (O): -0.92, atom 24 (H): 0.49, atom 25 (C): -0.93, atom 26 (H): 0.27, atom 27 (H): 0.28, atom 28 (H): 0.26, atom 29 (C): -0.92, atom 30 (H): 0.27, atom 31 (H): 0.27, atom 32 (H): 0.28, atom 33 (C): -0.94, atom 34 (H): 0.26, atom 35 (H): 0.29, atom 36 (H): 0.26, atom 37 (C): -0.93, atom 38 (H): 0.31, atom 39 (H): 0.27, atom 40 (H): 0.28, atom 41 (O): -0.65, atom 42 (C): 0.79, atom 43 (O): -0.70, atom 44 (C): -0.23, atom 45 (C): -0.16, atom 46 (C): -0.25, atom 47 (C): 0.17, atom 48 (C): -0.26, atom 49 (C): -0.13, atom 50 (N): 0.20, atom 51 (O): -0.13, atom 52 (O): -0.12, atom 53 (H): 0.23, atom 54 (H): 0.25, atom 55 (H): 0.26, atom 56 (H): 0.24

> DFT total energy of number 4 (C14H2BF5N4O10S2W)?

-78743.708 eV